[1]
Entry from OMol25: a cluster of 7 separate species, C16H20B2NO32S4 in total at a distorted geometry (ωB97M-V/def2-TZVPD).

Values from the calculation:
Spin multiplicity ... 1
HOMO ... -7.522 eV
Energy above the lowest of the compared OMol25 structures with the same formula, charge and spin ... 567.1 kJ/mol
LUMO level ... 0.332 eV
Charge ... -1
E ... -128625.0269 eV

```
75
C16H20B2NO32S4 (ωB97M-V/def2-TZVPD)
N 0.3971 0.9045 1.9088
H 0.8331 1.4961 2.6017
H 0.6535 1.1896 0.9744
H -0.6098 0.8610 1.8434
H 0.9155 0.0809 2.1790
O -5.7726 -1.4588 0.6594
C -4.9787 -2.3748 0.5458
O -5.1252 -3.4184 -0.2366
B -4.0232 -4.3621 -0.1194
O -3.0770 -3.5882 0.7767
C -3.6611 -2.4736 1.2381
O -3.1044 -1.6386 1.9545
O -4.5713 -5.6234 0.4388
C -4.2851 -6.6624 -0.3958
O -4.6723 -7.7990 -0.2795
C -3.4241 -6.0513 -1.5739
O -3.4617 -4.7529 -1.4186
O -2.9222 -6.7358 -2.4556
O 2.1094 1.1326 -2.5244
C 2.7873 0.9301 -3.5509
O 2.5537 1.3553 -4.7155
B 3.6114 0.9656 -5.6301
O 4.3893 -0.0346 -4.8889
C 4.1030 0.0400 -3.6474
O 4.6798 -0.6402 -2.7689
O 4.4574 2.1262 -6.0223
C 4.6364 2.1843 -7.3540
O 5.2581 3.0625 -8.0243
C 3.7098 1.0651 -7.9361
O 3.0653 0.4189 -6.8657
O 3.4216 0.8811 -9.1355
C -4.1734 -1.7617 -4.8457
C -5.3538 -0.8353 -4.8561
O -4.8297 0.3372 -4.2187
S -3.2079 0.2746 -3.7688
O -2.8709 0.8438 -2.4438
O -2.4190 0.7429 -4.9012
O -3.3848 -1.3682 -3.6954
H -3.5295 -1.6582 -5.7190
H -4.5421 -2.7789 -4.7131
H -6.1579 -1.1096 -4.1732
H -5.8649 -0.6237 -5.7953
C 1.7674 -3.4924 0.3661
C 2.9682 -4.3763 0.6250
O 3.3835 -3.8473 1.8946
S 2.1332 -3.4002 2.8125
O 2.4062 -2.0315 3.1956
O 1.8487 -4.4544 3.8281
O 1.1371 -3.3472 1.5898
H 1.0029 -3.8785 -0.3081
H 2.1297 -2.5174 0.0400
H 3.7732 -4.3384 -0.1089
H 2.5090 -5.3571 0.7490
C -2.6614 1.5982 6.0215
C -2.6476 2.3615 7.3396
O -1.7409 3.4258 7.1402
S -1.4782 3.7135 5.5016
O -0.0566 3.3139 5.1699
O -1.8773 5.0362 5.0881
O -2.4531 2.4330 4.9914
H -3.6638 1.1720 6.0639
H -2.0111 0.7264 6.0916
H -2.2294 1.7251 8.1195
H -3.6630 2.6117 7.6468
C 3.4586 6.1196 2.5979
C 4.8193 6.3720 3.1254
O 5.5128 5.3908 2.4158
S 4.7246 3.9677 2.3763
O 4.8053 3.3768 3.6998
O 5.0024 3.1083 1.2205
O 3.2887 4.7908 2.2244
H 3.2137 6.7365 1.7334
H 2.7166 6.3040 3.3749
H 4.9952 6.3648 4.2011
H 5.3271 7.2497 2.7256
```



[2]
Entry from OMol25: the molecule C5H12N2O at a distorted geometry (ωB97M-V/def2-TZVPD).

Values from the calculation:
Spin multiplicity ... 1
HOMO ... -9.562 eV
Energy above the lowest of the compared OMol25 structures with the same formula, charge and spin ... 12.2 kJ/mol
SMILES ... CC(C)CNC(N)=O
LUMO level ... 0.857 eV
E ... -10408.2980 eV

```
20
C5H12N2O (ωB97M-V/def2-TZVPD)
C -0.7249 0.0994 1.5899
C -0.9733 0.4503 0.1315
C -2.4516 0.6140 -0.1329
C -0.3601 -0.6478 -0.7702
N 1.0706 -0.9127 -0.6154
C 1.9762 0.1606 -0.6876
N 3.2458 -0.2006 -0.2771
O 1.6862 1.2429 -1.1383
H -1.2163 -0.8188 1.9213
H -0.9384 0.9378 2.2411
H 0.3430 -0.0869 1.7591
H -0.5294 1.4011 -0.1788
H -3.1147 -0.1872 0.2208
H -2.5572 0.6507 -1.2301
H -2.8548 1.5514 0.2330
H -0.8417 -1.6109 -0.5661
H -0.5658 -0.3853 -1.8121
H 1.3087 -1.5705 0.1087
H 3.5355 -1.1523 -0.2939
H 3.9622 0.4649 -0.5028
```



[3]
Entry from OMol25: a cluster of 2 separate species, C9H14 in total at a distorted geometry (ωB97M-V/def2-TZVPD).

Values from the calculation:
Spin multiplicity ... 1
HOMO ... -8.925 eV
Energy above the lowest of the compared OMol25 structures with the same formula, charge and spin ... 41.1 kJ/mol
SMILES ... Cc1ccccc1.CC
LUMO level ... 1.053 eV
E ... -9559.7552 eV

```
23
C9H14 (ωB97M-V/def2-TZVPD)
C 2.2560 2.1021 2.3602
C 1.4471 0.9206 1.8541
C 1.6536 0.4364 0.5632
C 0.7093 -0.3712 -0.0396
C -0.2669 -0.9924 0.7367
C -0.4396 -0.5760 2.0446
C 0.3589 0.4283 2.5749
H 3.0969 2.2904 1.6957
H 2.5723 1.8943 3.3820
H 1.6112 2.9768 2.4297
H 2.5350 0.7134 -0.0006
H 0.7847 -0.5887 -1.0991
H -0.8264 -1.7911 0.2642
H -1.2193 -0.9539 2.6974
H 0.1689 0.8261 3.5623
C -1.5732 -0.1937 -3.0673
C -2.0264 -1.5997 -2.6486
H -2.1902 0.1402 -3.9002
H -1.5984 0.4672 -2.2062
H -0.5559 -0.1725 -3.4709
H -2.5257 -2.1083 -3.4731
H -2.7621 -1.5598 -1.8471
H -1.2098 -2.2884 -2.4122
```



[4]
Entry from OMol25: a structure of composition C46H49LuN2O5P3S6Sb at a distorted geometry (ωB97M-V/def2-TZVPD).

Values from the calculation:
Spin multiplicity ... 1
HOMO ... -1.706 eV
Energy above the lowest of the compared OMol25 structures with the same formula, charge and spin ... 641.2 kJ/mol
LUMO level ... 3.500 eV
Charge ... -2
E ... -194752.1646 eV

```
113
C46H49LuN2O5P3S6Sb (ωB97M-V/def2-TZVPD)
Lu 0.0473 -1.3765 -1.3660
S -4.8317 -5.0451 -1.3752
Sb -2.7573 -5.4583 -2.3475
S 0.6848 -4.3202 -0.5886
S 0.5877 -3.6625 -2.5247
S -3.2368 -6.0175 -4.5213
C -1.4699 2.4882 6.4611
S -1.6793 0.6984 6.3332
C -1.7384 0.5891 4.5207
C -1.5845 -0.8487 4.0617
C -1.5726 -0.9769 2.5282
N -0.7501 0.0406 1.8174
P 1.2445 -0.7304 1.3218
C 1.6314 -0.0356 2.9937
C 1.6754 -0.7869 4.1675
C 1.9375 -0.1894 5.3936
C 2.1555 1.1777 5.4781
C 2.1400 1.9377 4.3172
C 1.8900 1.3307 3.0926
C 1.3477 -2.5443 1.5388
C 1.0199 -3.6500 2.4611
C 1.7563 -4.7730 2.4294
C 2.9258 -5.0438 1.5758
C 3.4793 -4.2720 0.6286
C 2.9714 -2.9177 0.1880
P -1.6340 0.4530 0.4317
C -3.0195 1.4491 1.1931
C -2.7542 2.5854 1.9600
C -3.7859 3.3131 2.5301
C -5.1093 2.9180 2.3486
C -5.3894 1.7891 1.5962
C -4.3462 1.0600 1.0256
C -0.8846 1.9238 -0.3986
C -1.3974 2.1768 -1.6083
C -0.8448 3.2099 -2.5432
C 0.1862 4.1911 -1.9025
C 0.5491 3.9052 -0.4751
C 0.1238 2.8265 0.1749
H -1.4562 2.7441 7.5205
H -2.3029 2.9945 5.9714
H -0.5262 2.7791 5.9958
H -0.9124 1.1837 4.1246
H -2.6833 1.0174 4.1837
H -2.4103 -1.4570 4.4462
H -0.6575 -1.2392 4.4771
H -2.6193 -0.9263 2.1946
H -1.2316 -1.9880 2.2784
H 1.5181 -1.8568 4.1263
H 1.9700 -0.8016 6.2870
H 2.3439 1.6423 6.4390
H 2.3298 3.0044 4.3603
H 1.9097 1.9278 2.1909
H 0.1868 -3.5684 3.1513
H 1.4754 -5.5787 3.1004
H 3.3890 -6.0119 1.7483
H 4.3381 -4.6683 0.0956
H 3.4739 -2.5520 -0.7053
H -1.7258 2.8917 2.1159
H -3.5625 4.1940 3.1218
H -5.9142 3.4834 2.8034
H -6.4142 1.4678 1.4510
H -4.5658 0.1697 0.4521
H -2.1971 1.5505 -1.9948
H -1.6430 3.7092 -3.0942
H -0.0554 5.2463 -2.0377
H 1.2564 4.5914 -0.0135
H 0.4549 2.6159 1.1823
O 4.2422 -0.5238 -2.3592
C 3.0481 -0.2996 -2.4797
O 2.0877 -0.8924 -1.8584
C 2.5439 0.8008 -3.4384
P 0.7410 0.8934 -3.0911
C 0.1395 -0.2185 -4.4470
C 0.8923 -1.3377 -4.8003
C 0.3650 -2.3165 -5.6408
C -0.9204 -2.1999 -6.1345
C -1.6830 -1.0904 -5.7884
C -1.1635 -0.1201 -4.9538
C 0.2867 2.6722 -3.5447
C 0.0080 2.8942 -4.9953
C 0.5178 3.9135 -5.6824
C 1.4487 4.8765 -5.0707
C 1.8302 4.7583 -3.8055
C 1.2849 3.7016 -2.8957
H 2.7472 0.5279 -4.4711
H 3.0710 1.7274 -3.2284
H 1.8898 -1.4869 -4.4147
H 0.9554 -3.1948 -5.8705
H -1.3453 -2.9884 -6.7423
H -2.7054 -1.0067 -6.1385
H -1.7977 0.7008 -4.6386
H -0.6473 2.1927 -5.4932
H 0.2678 4.0354 -6.7296
H 1.8497 5.6682 -5.6933
H 2.5433 5.4501 -3.3671
H 2.1007 3.2364 -2.3405
C -4.1421 -1.7513 -1.8835
S -2.4350 -2.0456 -2.0760
O -2.3195 -2.9471 -3.2154
O -1.8241 -2.5106 -0.8032
O -1.7750 -0.7243 -2.3379
H -4.5867 -2.6989 -1.5544
H -4.5117 -1.4554 -2.8648
H -4.2707 -0.9592 -1.1467
C 5.2793 -2.0418 1.8472
C 3.8782 -2.0461 2.4688
C 2.8055 -1.9785 1.4018
N 1.4917 -2.9398 0.0838
H 6.0369 -2.0041 2.6343
H 5.4072 -1.1752 1.1926
H 5.4541 -2.9390 1.2520
H 3.8136 -1.1916 3.1336
H 3.7640 -2.9446 3.0918
```



Number 1: Kohn-Sham gap 7.853 eV. Number 2: Kohn-Sham gap 10.419 eV. Number 3: Kohn-Sham gap 9.978 eV. Number 4: Kohn-Sham gap 5.205 eV.